No. 1
{
  "formula": "C4H4O",
  "method": "the ωB97M-V functional and the def2-TZVPD basis",
  "relative_energy_kcal_mol": 131.3,
  "gap_ev": 10.15,
  "homo_energy_ev": -9.5,
  "largest_force_ev_per_a": 0.67,
  "species": ["H", "H", "H", "O", "H", "C", "C", "C", "C"],
  "positions_angstrom": [[3.2557, -0.6936, 0.2409], [-1.2820, -0.3723, 1.1674], [-2.2255, -0.1998, -0.8791], [-1.0649, 0.6385, 0.9181], [-0.3619, 1.2676, -0.9113], [2.2452, -0.3755, 0.0956], [1.0985, -0.0363, -0.0560], [-1.3847, -0.6129, -0.3007], [-0.2805, 0.3843, -0.2748]],
  "forces_ev_per_a": [[-0.215, 0.083, -0.039], [0.082, 0.386, 0.247], [0.151, 0.011, 0.163], [-0.064, -0.327, 0.083], [0.026, -0.168, 0.106], [-0.650, 0.161, -0.059], [0.593, -0.164, 0.098], [0.025, 0.023, -0.456], [0.052, -0.005, -0.143]]
}

No. 2
{
  "formula": "C10H12FNO2S",
  "method": "the ωB97M-V functional and the def2-TZVPD basis",
  "relative_energy_kcal_mol": 50.1,
  "gap_ev": 9.19,
  "homo_energy_ev": -9.3,
  "largest_force_ev_per_a": 5.26,
  "species": ["H", "N", "H", "H", "H", "C", "C", "O", "C", "H", "C", "H", "H", "C", "H", "H", "H", "S", "C", "H", "O", "C", "C", "C", "C", "F", "H"],
  "positions_angstrom": [[3.4402, -0.0817, -3.6217], [-0.1035, 2.4904, -2.2904], [-3.0508, -1.1141, 3.6801], [1.5036, -1.1603, -5.6591], [2.4584, -2.1417, -4.3819], [-1.7429, 0.0780, 0.3856], [-2.1485, -0.6261, 4.0166], [1.6799, -0.6371, -1.3056], [-0.4199, -0.0856, 0.2176], [-0.4864, 2.0556, -3.0882], [-0.0997, -0.3904, 2.5866], [-2.2370, 0.2624, -0.5775], [-0.0048, 3.4299, -2.4577], [0.3984, -0.2928, 1.3349], [-2.2528, 0.2824, 4.5822], [0.3883, -0.6490, 3.4893], [-3.3455, 0.0081, 1.8460], [0.4365, 0.0815, -1.3520], [2.2108, -1.2561, -4.9382], [1.4568, -0.4452, 1.0959], [-0.3862, -0.3363, -2.4922], [2.6602, -0.1317, -4.3188], [0.6313, 1.9754, -1.3155], [-1.4960, -0.2457, 2.7376], [-2.3051, 0.0655, 1.6392], [2.3511, 1.1043, -4.7848], [-1.5281, -1.4974, 4.4481]],
  "forces_ev_per_a": [[0.633, -0.005, 1.272], [1.677, -2.094, 1.815], [-0.794, 0.263, 0.686], [-1.920, -0.184, -2.100], [-0.014, -0.505, -0.445], [-1.420, 1.029, -2.105], [1.330, -1.812, -0.511], [0.672, 0.700, 0.865], [2.396, -0.122, 0.655], [-0.799, -1.690, -0.812], [-2.511, 0.333, 0.196], [-0.694, -0.138, 0.703], [0.250, 2.873, 0.083], [2.039, -0.228, -1.556], [-0.375, -0.179, 0.978], [1.147, -0.182, 0.376], [-0.886, 0.418, -0.393], [-1.277, -0.280, -1.589], [2.332, 2.540, 3.977], [-0.276, 0.073, 0.432], [-0.397, 0.866, 1.019], [-0.851, -1.756, -2.832], [-0.693, -0.434, -0.770], [0.598, -0.152, -1.121], [0.915, -1.058, 0.997], [-0.199, -0.065, 0.112], [-0.883, 1.788, 0.067]]
}

No. 3
{
  "formula": "C4H5N3",
  "method": "the ωB97M-V functional and the def2-TZVPD basis",
  "relative_energy_kcal_mol": 193.7,
  "gap_ev": [9.68, 8.71],
  "homo_energy_ev": [-11.0, -9.1],
  "largest_force_ev_per_a": 5.57,
  "species": ["C", "N", "H", "C", "H", "N", "H", "C", "C", "H", "N", "H"],
  "positions_angstrom": [[0.0049, 0.6141, 1.0345], [0.0174, 0.4098, -0.7859], [0.9401, 1.1688, 1.1356], [0.0922, -0.6981, 1.7130], [-0.2057, -1.6189, -1.5816], [-2.0939, 2.0562, 1.5789], [-0.9916, 0.4677, -0.9435], [0.3764, -0.9541, -0.8057], [-1.1671, 1.4009, 1.3518], [1.3607, 0.1345, -3.2514], [0.2831, -1.8531, 1.7142], [1.3834, -1.1279, -1.1598]],
  "forces_ev_per_a": [[0.331, 0.279, -1.105], [-0.525, -1.611, 3.810], [-0.298, -0.025, 0.213], [0.323, -1.431, -1.353], [0.192, 1.129, 2.063], [0.887, -0.716, -0.307], [0.115, 0.071, -0.049], [-0.758, -0.548, -5.496], [-0.716, 0.742, 0.372], [0.020, -0.039, -0.053], [-0.444, 2.109, 0.635], [0.873, 0.041, 1.268]]
}

No. 4
{
  "formula": "C30H38N3P2SSeSiTi",
  "method": "the ωB97M-V functional and the def2-TZVPD basis",
  "relative_energy_kcal_mol": 16.2,
  "gap_ev": [7.42, 7.88],
  "charge": 2,
  "homo_energy_ev": [-13.6, -13.7],
  "spin_multiplicity": 2,
  "largest_force_ev_per_a": 0.96,
  "species": ["C", "H", "H", "C", "H", "C", "C", "C", "C", "C", "H", "H", "C", "C", "P", "C", "H", "C", "H", "N", "H", "H", "C", "H", "C", "C", "H", "H", "H", "Si", "H", "H", "H", "C", "C", "C", "P", "C", "H", "Se", "C", "C", "H", "C", "S", "C", "H", "H", "H", "N", "H", "Ti", "C", "H", "H", "C", "H", "H", "C", "H", "C", "H", "H", "C", "H", "H", "C", "H", "H", "H", "C", "H", "C", "N", "H", "H", "H"],
  "positions_angstrom": [[-2.0163, 3.7301, 0.3779], [2.9142, 1.2167, -3.1176], [-0.6396, 2.9138, 3.3666], [-3.3856, -2.2228, 0.2284], [-4.1038, 0.2811, 4.0044], [2.4033, 2.4668, -1.4375], [4.1929, 2.9310, -2.9728], [-3.2510, -0.8717, -0.0615], [-1.1572, -1.3192, -1.1881], [-0.7897, 2.9497, 2.2957], [-2.9723, 0.9649, 2.8278], [-1.7127, -0.0350, 6.4982], [-1.2211, 0.2214, 5.5582], [-1.1444, 3.0586, -0.4632], [1.0959, 1.3573, -0.9164], [-1.8389, 3.6789, 1.7561], [4.6594, -1.6447, 3.0364], [-3.3161, 0.0362, 3.2891], [-1.4336, -2.0097, -7.5401], [2.7560, -3.2950, 2.6307], [-2.4248, -1.1137, -3.4806], [0.9651, -2.1013, -6.9512], [-2.1435, -0.4177, -0.7632], [1.6793, -1.6900, -4.6270], [3.1849, -2.3649, 1.8089], [-1.1203, -1.8237, -6.5218], [0.8889, 1.6898, 1.8915], [-4.2670, -2.5751, 0.7482], [-3.1214, -1.5273, -5.8083], [-1.9189, -0.8289, 4.1807], [4.3237, -3.6863, 3.9772], [1.9673, -3.8368, 2.3153], [-2.5845, -3.2069, 3.8981], [0.6288, -1.6393, -4.8884], [0.0759, 2.2632, 1.4560], [-1.2758, -2.6748, -0.8207], [0.2714, -0.9312, -2.2678], [-1.6792, -1.3138, -4.2404], [-1.5924, -2.9948, 5.3444], [-0.1809, -1.1837, 2.6462], [2.7054, 3.6220, -0.7203], [4.4967, 4.0822, -2.2562], [-1.2176, 1.6441, -3.4683], [3.2512, -3.4869, 3.9867], [2.5167, -2.2417, 0.1990], [-2.3917, -3.1234, -0.1324], [5.3094, 4.7184, -2.5791], [2.1126, 3.9093, 0.1393], [-0.1487, 0.0794, 5.6975], [0.3581, 0.7830, -2.3206], [-1.3982, 1.2796, 5.3603], [0.5429, -0.8648, 0.4584], [-2.3868, -2.5479, 4.7447], [-3.7481, -0.5920, 2.5111], [0.2590, 1.2816, -4.3730], [-0.1282, 1.6332, -3.4173], [-2.0484, 0.6318, -1.0076], [-2.8298, 4.3079, -0.0401], [-0.0930, 2.3092, 0.0697], [2.7547, -4.3509, 4.4162], [-0.3250, -1.3444, -3.9142], [-4.0152, -0.1712, 0.2479], [4.7658, 2.6712, -3.8523], [3.7573, 4.4256, -1.1339], [3.9928, 5.3262, -0.5837], [-0.5131, -3.3854, -1.1275], [0.2281, -1.8718, -6.1941], [3.0353, -2.6122, 4.6029], [-1.2850, 3.1299, -1.5340], [-2.4859, -4.1720, 0.1143], [3.1523, 2.1157, -2.5618], [4.5298, -0.9024, 1.4803], [-2.0722, -1.5513, -5.5476], [4.1681, -1.5490, 2.1610], [-3.2874, -2.5011, 5.3592], [-2.5149, 4.2193, 2.4053], [0.2373, 2.6478, -3.2593]],
  "forces_ev_per_a": [[0.004, -0.019, -0.062], [0.007, -0.001, -0.008], [-0.007, 0.014, 0.010], [0.015, -0.068, -0.009], [-0.014, 0.002, 0.047], [0.052, -0.035, 0.028], [-0.002, -0.006, -0.008], [0.037, 0.042, -0.051], [-0.346, -0.161, -0.002], [-0.070, 0.063, -0.002], [-0.001, -0.011, 0.022], [-0.057, 0.015, 0.006], [0.079, -0.046, -0.186], [-0.039, 0.067, -0.027], [-0.540, -0.424, 0.335], [0.071, -0.031, 0.071], [-0.011, 0.011, 0.003], [0.221, -0.074, -0.005], [0.003, -0.004, -0.008], [0.049, 0.044, 0.005], [-0.006, 0.017, -0.020], [-0.001, 0.003, -0.014], [0.017, 0.046, 0.006], [0.004, 0.003, 0.003], [-0.074, -0.072, 0.105], [0.030, -0.004, -0.001], [0.003, 0.073, -0.020], [0.000, -0.009, 0.020], [-0.007, -0.003, 0.006], [-0.383, 0.066, 0.154], [-0.005, 0.004, 0.010], [-0.002, -0.014, -0.008], [-0.028, 0.014, 0.000], [0.001, 0.017, 0.010], [0.002, -0.031, -0.064], [0.036, 0.026, -0.053], [-0.002, 0.432, 0.159], [-0.032, -0.027, -0.032], [-0.004, 0.002, 0.004], [0.045, -0.183, 0.226], [-0.020, 0.031, -0.035], [0.006, -0.001, -0.017], [-0.001, 0.015, 0.011], [0.021, -0.016, 0.017], [-0.214, 0.217, -0.145], [-0.054, 0.034, 0.050], [0.008, -0.001, -0.005], [0.013, -0.022, 0.013], [-0.025, -0.048, -0.002], [0.083, 0.039, 0.165], [0.005, 0.007, 0.017], [0.721, -0.114, -0.624], [0.195, 0.163, -0.158], [-0.002, -0.018, 0.101], [-0.016, -0.008, 0.007], [-0.020, 0.009, -0.038], [-0.040, 0.036, -0.050], [0.006, 0.004, -0.009], [0.142, 0.157, -0.025], [-0.007, 0.010, 0.001], [0.152, -0.282, 0.037], [0.005, 0.007, -0.048], [0.011, 0.002, -0.002], [-0.018, 0.008, 0.030], [-0.003, 0.013, -0.005], [0.004, 0.030, -0.009], [-0.015, -0.012, -0.030], [0.004, -0.002, -0.002], [0.008, -0.010, 0.010], [-0.020, -0.004, -0.001], [0.053, 0.023, 0.044], [0.008, 0.011, -0.004], [-0.010, 0.013, 0.013], [0.024, -0.037, 0.023], [-0.031, 0.030, 0.031], [-0.007, -0.006, 0.011], [-0.011, -0.013, -0.022]]
}

Copy entry 2 word for word.
{
  "formula": "C10H12FNO2S",
  "method": "the ωB97M-V functional and the def2-TZVPD basis",
  "relative_energy_kcal_mol": 50.1,
  "gap_ev": 9.19,
  "homo_energy_ev": -9.3,
  "largest_force_ev_per_a": 5.26,
  "species": ["H", "N", "H", "H", "H", "C", "C", "O", "C", "H", "C", "H", "H", "C", "H", "H", "H", "S", "C", "H", "O", "C", "C", "C", "C", "F", "H"],
  "positions_angstrom": [[3.4402, -0.0817, -3.6217], [-0.1035, 2.4904, -2.2904], [-3.0508, -1.1141, 3.6801], [1.5036, -1.1603, -5.6591], [2.4584, -2.1417, -4.3819], [-1.7429, 0.0780, 0.3856], [-2.1485, -0.6261, 4.0166], [1.6799, -0.6371, -1.3056], [-0.4199, -0.0856, 0.2176], [-0.4864, 2.0556, -3.0882], [-0.0997, -0.3904, 2.5866], [-2.2370, 0.2624, -0.5775], [-0.0048, 3.4299, -2.4577], [0.3984, -0.2928, 1.3349], [-2.2528, 0.2824, 4.5822], [0.3883, -0.6490, 3.4893], [-3.3455, 0.0081, 1.8460], [0.4365, 0.0815, -1.3520], [2.2108, -1.2561, -4.9382], [1.4568, -0.4452, 1.0959], [-0.3862, -0.3363, -2.4922], [2.6602, -0.1317, -4.3188], [0.6313, 1.9754, -1.3155], [-1.4960, -0.2457, 2.7376], [-2.3051, 0.0655, 1.6392], [2.3511, 1.1043, -4.7848], [-1.5281, -1.4974, 4.4481]],
  "forces_ev_per_a": [[0.633, -0.005, 1.272], [1.677, -2.094, 1.815], [-0.794, 0.263, 0.686], [-1.920, -0.184, -2.100], [-0.014, -0.505, -0.445], [-1.420, 1.029, -2.105], [1.330, -1.812, -0.511], [0.672, 0.700, 0.865], [2.396, -0.122, 0.655], [-0.799, -1.690, -0.812], [-2.511, 0.333, 0.196], [-0.694, -0.138, 0.703], [0.250, 2.873, 0.083], [2.039, -0.228, -1.556], [-0.375, -0.179, 0.978], [1.147, -0.182, 0.376], [-0.886, 0.418, -0.393], [-1.277, -0.280, -1.589], [2.332, 2.540, 3.977], [-0.276, 0.073, 0.432], [-0.397, 0.866, 1.019], [-0.851, -1.756, -2.832], [-0.693, -0.434, -0.770], [0.598, -0.152, -1.121], [0.915, -1.058, 0.997], [-0.199, -0.065, 0.112], [-0.883, 1.788, 0.067]]
}